Computed, not measured: C11H25BrO5Si2Ti as an isolated structure at a distorted geometry, with ωB97M-V/def2-TZVPD.

Structure (ORCA input):
```
! wB97M-V def2-TZVPD RIJCOSX def2/J DEFGRID3
* xyz 1 2
H 0.1659 -3.2909 1.8767
H -2.4595 0.5529 -5.0136
H 0.1399 1.4660 2.9652
H 2.0281 3.6179 0.3888
H 3.1621 0.7460 -3.5105
C 0.4709 3.2814 1.7980
Si 1.5189 1.2242 0.1900
H -0.3327 -0.7597 0.9777
O -2.1312 -0.6895 3.8389
H -1.9487 -2.9865 1.5045
C -1.4135 0.4903 -4.7394
H -0.8198 -0.4454 -1.9539
Br 1.4159 3.0126 4.4732
Si 2.2683 0.2502 -2.4590
H -0.3636 3.1862 1.1057
Ti -4.0854 -1.0446 2.8042
H 0.3107 -1.6225 -2.7041
H 1.4821 -2.4870 2.6618
C -1.1376 -0.8231 -4.0250
H -0.8213 0.5304 -5.6428
H -3.3618 -2.7112 2.5891
C 1.7377 -0.2902 1.3126
H 0.5359 4.3366 2.0404
H -1.1956 1.3330 -4.0977
H -2.8007 -1.4002 1.3947
C -0.2063 -0.6737 -2.8251
H 2.5788 2.7816 1.8069
H 1.7692 0.0375 2.3484
C 1.7631 2.8349 1.0924
O 0.7232 0.3887 -3.0145
H -1.1232 -2.5995 -4.8151
H 0.1211 1.2002 -0.3159
H -2.0861 -1.1812 -3.6195
H 2.5888 -1.1651 -2.1692
H -0.8165 2.8400 3.4484
O 2.5569 1.1559 -1.1064
C 0.5023 -2.3248 2.2368
C -2.4414 -2.2308 2.0899
O -0.6442 -1.7882 -4.9453
H 0.7707 -1.8497 0.2049
H 2.6989 -0.7423 1.0898
C 0.6012 -1.3002 1.1271
O -0.3081 -1.8539 3.3515
C 0.1563 2.5426 3.0806
C -1.5697 -1.5489 3.1584
*
```

Summary:
Molar mass, g mol⁻¹: 421.259
Expectation value of S²: 1.127
F_max, eV/A: 1.70
Orbital gap (spin up / spin down), eV: 7.36 / 6.76